# 1
Below is C6H8F13N2O10S4V as an isolated structure in a non-equilibrium geometry, with properties calculated with ωB97M-V/def2-TZVPD.

- E_tot (Eh) = -4930.46009
- HOMO energy (spin up / spin down) (eV) = -5.02 / -7.50
- energy above the lowest of the compared OMol25 structures with the same formula, charge and spin (eV) = 0.0000
- Kohn-Sham gap (spin up / spin down) (eV) = 7.74 / 10.22

The geometry in ORCA input format:
```
! RIJCOSX wB97M-V def2-TZVPD def2/J DEFGRID3
* xyz -1 4
V 0.503 -0.059 0.421
C -1.098 -0.418 4.275
F -0.209 -0.759 5.191
F -2.301 -0.282 4.783
F -0.745 0.767 3.762
S -1.133 -1.751 2.897
O 0.041 -2.561 3.019
O -2.366 -2.469 3.167
N -1.155 -0.773 1.487
S -2.639 -0.492 0.983
O -3.641 -0.294 2.009
O -2.557 0.610 0.069
C -3.165 -1.967 -0.090
F -3.454 -1.547 -1.298
F -2.238 -2.903 -0.149
F -4.252 -2.494 0.445
C -0.846 2.369 -2.703
F -2.106 2.232 -2.285
F -0.871 2.794 -3.956
F -0.227 3.213 -1.909
S -0.018 0.647 -2.681
O -0.953 -0.298 -2.118
O 0.512 0.370 -3.983
N 1.113 0.800 -1.404
S 2.432 1.539 -1.876
O 2.297 2.393 -3.039
O 3.070 2.204 -0.750
C 3.624 0.135 -2.372
F 4.823 0.662 -2.520
F 3.646 -0.818 -1.445
F 3.230 -0.455 -3.496
F 2.189 -0.107 1.788
C 0.963 -3.094 -1.136
O 1.175 -2.063 -0.167
H 1.685 -3.011 -1.947
H 1.060 -4.062 -0.640
H -0.053 -3.081 -1.521
H 1.880 -2.379 0.412
C 0.597 3.064 1.644
O -0.075 1.982 0.984
H 0.211 3.105 2.666
H 1.678 2.973 1.627
H 0.327 3.976 1.101
H -0.954 2.303 0.757
*
```

# 2
Below is an isolated ion of composition C4H8O2 and charge -1 in a non-equilibrium geometry, with properties calculated with ωB97M-V/def2-TZVPD.

- E_tot (Eh) = -307.61883
- HOMO energy (spin up / spin down) (eV) = 0.82 / -2.97
- energy above the lowest of the compared OMol25 structures with the same formula, charge and spin (eV) = 0.3803
- Kohn-Sham gap (spin up / spin down) (eV) = 3.24 / 6.92

The geometry in ORCA input format:
```
! RIJCOSX wB97M-V def2-TZVPD def2/J DEFGRID3
* xyz -1 2
O 0.800 -2.116 1.428
C 1.473 -1.480 0.574
C 0.830 -0.501 -0.416
C -0.461 0.169 0.192
C -0.792 1.512 -0.458
O -1.501 -0.749 0.083
H 2.549 -1.633 0.363
H 0.504 -0.914 -1.390
H 1.520 0.335 -0.549
H -0.063 0.379 1.197
H 0.067 2.187 -0.489
H -1.506 2.040 0.188
H -1.237 1.341 -1.439
H -2.184 -0.570 0.716
*
```

# 3
Below is one molecule with the formula C7H6S in a non-equilibrium geometry, with properties calculated with ωB97M-V/def2-TZVPD.

- E_tot (Eh) = -668.37424
- SMILES = C#CC(=S)/C=C\C=C
- HOMO energy (eV) = -8.81
- energy above the lowest of the compared OMol25 structures with the same formula, charge and spin (eV) = 3.4005
- Kohn-Sham gap (eV) = 7.71

The geometry in ORCA input format:
```
! RIJCOSX wB97M-V def2-TZVPD def2/J DEFGRID3
* xyz 0 1
C 2.034 -1.073 1.064
C 1.693 -0.731 -0.028
C 1.198 -0.459 -1.318
S 2.062 -0.156 -2.665
C -0.283 -0.453 -1.528
C -1.247 -0.115 -0.634
C -1.200 0.245 0.816
C -0.786 1.423 1.274
H 2.345 -1.196 2.067
H -0.547 -0.720 -2.502
H -2.240 -0.157 -1.020
H -1.693 -0.444 1.507
H -0.410 2.210 0.669
H -0.926 1.624 2.300
*
```

# 4
Below is C2F6MgNO2S2 as an isolated structure in a non-equilibrium geometry, with properties calculated with ωB97M-V/def2-TZVPD.

- E_tot (Eh) = -1876.93503
- HOMO energy (spin up / spin down) (eV) = -8.49 / -7.47
- Kohn-Sham gap (spin up / spin down) (eV) = 4.16 / 3.26

The geometry in ORCA input format:
```
! RIJCOSX wB97M-V def2-TZVPD def2/J DEFGRID3
* xyz 0 2
S -2.240 -2.125 0.478
C -0.853 -1.468 -0.446
F -1.166 -0.498 -1.346
F -1.991 -2.555 -2.623
F -0.029 -2.410 -0.967
Mg 1.236 -1.185 2.272
N 0.106 -0.747 0.596
S 0.082 0.802 0.932
O -1.189 1.504 0.987
O 0.952 0.838 2.170
C 1.098 1.783 -0.302
F 0.533 1.725 -1.490
F 2.321 1.295 -0.364
F 1.141 3.040 0.102
*
```

# 5
Below is a 2-piece molecular cluster, C2H8NOS overall in a non-equilibrium geometry, with properties calculated with ωB97M-V/def2-TZVPD.

- E_tot (Eh) = -609.22008
- HOMO energy (eV) = -2.78
- energy above the lowest of the compared OMol25 structures with the same formula, charge and spin (eV) = 0.1061
- Kohn-Sham gap (eV) = 6.94

The geometry in ORCA input format:
```
! RIJCOSX wB97M-V def2-TZVPD def2/J DEFGRID3
* xyz -1 1
C 0.729 0.974 0.806
C -0.239 0.103 -0.007
S -0.923 -1.363 0.836
N 1.780 0.194 1.460
H 0.147 1.536 1.543
H 1.073 1.728 0.079
H 0.322 -0.217 -0.878
H -1.060 0.671 -0.446
H 2.449 -0.104 0.765
H 1.270 -0.602 1.828
H -1.406 -0.453 -2.339
H -2.006 -1.401 -1.370
O -2.139 -1.067 -2.276
*
```

# 6
Below is C25H18Br4InN4O4 as an isolated structure, with properties calculated with ωB97M-V/def2-TZVPD.

- E_tot (Eh) = -11969.64061
- HOMO energy (spin up / spin down) (eV) = -4.37 / -4.59
- energy above the lowest of the compared OMol25 structures with the same formula, charge and spin (eV) = 0.0000
- Kohn-Sham gap (spin up / spin down) (eV) = 6.41 / 6.18

The geometry in ORCA input format:
```
! RIJCOSX wB97M-V def2-TZVPD def2/J DEFGRID3
* xyz -1 1
In -0.739 0.541 -0.102
C 1.607 5.180 2.413
C 0.421 4.457 2.426
C 0.284 3.311 1.663
C 1.343 2.868 0.867
C 2.536 3.598 0.848
C 2.659 4.742 1.619
N 1.159 1.706 0.101
N 2.235 1.290 -0.538
C 2.041 0.183 -1.302
C 3.130 -0.337 -2.037
C 2.943 -1.450 -2.809
C 1.678 -2.062 -2.869
C 0.662 -1.509 -2.132
N 0.838 -0.423 -1.364
H 1.707 6.079 3.009
H -0.413 4.789 3.032
H -0.648 2.762 1.677
H 3.347 3.254 0.224
H 3.587 5.301 1.595
H 4.082 0.170 -1.966
H 3.769 -1.856 -3.380
H 1.498 -2.936 -3.477
H -0.344 -1.910 -2.146
Br -6.350 1.116 -4.325
C -4.957 1.509 -3.105
C -4.843 2.767 -2.539
Br -6.091 4.127 -2.951
C -3.792 3.033 -1.648
Br -3.567 4.726 -0.835
C -2.850 2.068 -1.315
O -1.849 2.296 -0.496
C -2.977 0.763 -1.892
O -2.089 -0.151 -1.567
C -4.021 0.518 -2.772
Br -4.108 -1.230 -3.496
O -1.022 -0.894 2.265
O -1.458 0.401 1.932
C 1.992 -1.156 2.349
C 1.424 -2.507 2.003
C 2.163 -3.668 2.197
C 1.656 -4.907 1.832
C 0.396 -5.004 1.262
C -0.376 -3.867 1.056
C -1.742 -3.942 0.428
C 0.152 -2.635 1.440
N -0.616 -1.468 1.142
H 2.958 -1.266 2.841
H 1.333 -0.592 3.007
H 2.140 -0.553 1.451
H 3.153 -3.593 2.632
H 2.249 -5.800 1.989
H 0.001 -5.971 0.974
H -2.037 -4.980 0.276
H -1.763 -3.431 -0.537
H -2.491 -3.453 1.050
*
```

# 7
Below is a 2-piece molecular cluster, C4H10N2OS overall in a non-equilibrium geometry, with properties calculated with ωB97M-V/def2-TZVPD.

- E_tot (Eh) = -741.15328
- HOMO energy (spin up / spin down) (eV) = -8.27 / -8.23
- energy above the lowest of the compared OMol25 structures with the same formula, charge and spin (eV) = 6.1149
- Kohn-Sham gap (spin up / spin down) (eV) = 7.73 / 7.59

The geometry in ORCA input format:
```
! RIJCOSX wB97M-V def2-TZVPD def2/J DEFGRID3
* xyz 0 1
C -1.060 0.716 1.522
C -1.018 -0.580 2.243
C -0.166 -0.492 1.078
C -0.486 -1.186 -0.155
N 1.256 -0.427 -3.037
N 1.561 1.383 -1.126
O -0.597 1.180 -2.609
S 0.447 0.404 -2.045
H -2.043 0.819 1.088
H -0.524 1.591 1.895
H -0.445 -0.621 3.145
H -1.996 -1.100 2.284
H 0.913 -0.283 1.194
H -1.533 -1.540 -0.330
H 0.098 -2.025 -0.408
H 1.646 -1.329 -2.594
H 1.481 2.410 -1.172
H 2.467 1.081 -0.974
*
```

# 8
Below is a 3-piece molecular cluster, C23H36BrF6N3O6P overall in a non-equilibrium geometry, with properties calculated with ωB97M-V/def2-TZVPD.

- E_tot (Eh) = -5027.81612
- HOMO energy (eV) = -11.82
- Kohn-Sham gap (eV) = 7.58

The geometry in ORCA input format:
```
! RIJCOSX wB97M-V def2-TZVPD def2/J DEFGRID3
* xyz 1 1
C -3.069 6.987 0.708
C -3.291 5.682 0.786
C -3.419 4.060 0.688
C -2.411 3.366 1.746
C -3.076 1.949 2.228
C -3.571 1.130 0.932
N -2.667 0.996 -0.052
C -3.173 0.218 -1.259
C -2.546 1.049 -2.494
C -1.010 0.709 -2.825
C 0.248 1.314 -1.967
N -0.700 -0.087 -3.868
C -4.764 0.248 -0.987
P -5.825 1.555 -1.931
N -7.186 1.915 -1.132
O -6.309 0.887 -3.440
O -4.995 3.033 -2.182
C -4.988 0.405 0.602
C -5.290 -0.899 1.516
Br -6.185 -2.399 0.566
C -4.007 -1.508 2.293
C -3.873 -0.897 3.817
H -2.822 8.053 0.346
H -4.508 3.722 0.940
H -3.207 3.759 -0.408
H -1.405 3.135 1.201
H -2.131 4.048 2.648
H -3.872 2.079 3.050
H -2.191 1.340 2.684
H -1.707 1.392 -0.016
H -2.788 -0.865 -1.134
H -2.575 2.176 -2.181
H -3.184 0.909 -3.461
H -0.095 2.143 -1.221
H 0.742 0.490 -1.327
H 1.033 1.831 -2.654
H 0.347 -0.131 -3.900
H -5.118 -0.718 -1.524
H -7.237 2.926 -0.925
H -6.987 0.196 -3.231
H -5.454 3.800 -1.763
H -5.804 1.142 0.937
H -6.033 -0.548 2.346
H -4.220 -2.645 2.454
H -3.022 -1.455 1.701
H -2.832 -0.410 3.905
H -3.970 -1.716 4.629
H -4.653 -0.040 3.955
C 5.753 -0.586 0.935
C 4.540 -1.175 1.628
O 3.661 -0.134 2.086
C 2.829 0.390 1.158
O 2.794 0.038 -0.002
C 1.921 1.447 1.794
F 2.597 2.293 2.603
F 0.949 0.887 2.556
F 1.289 2.222 0.881
H 6.257 0.132 1.588
H 6.459 -1.370 0.659
H 5.466 -0.044 0.030
H 4.858 -1.732 2.513
H 4.007 -1.879 0.981
C 7.652 -6.536 -2.186
C 7.257 -5.116 -2.546
O 7.392 -4.249 -1.409
C 8.644 -3.797 -1.153
O 9.616 -4.082 -1.810
C 8.634 -2.850 0.046
F 7.900 -3.326 1.081
F 8.109 -1.640 -0.267
F 9.868 -2.613 0.539
H 7.080 -6.886 -1.322
H 7.473 -7.211 -3.026
H 8.708 -6.594 -1.913
H 6.204 -5.092 -2.839
H 7.836 -4.739 -3.395
*
```

# 9
Below is a 2-piece molecular cluster, C30H39N6O3 overall in a non-equilibrium geometry, with properties calculated with ωB97M-V/def2-TZVPD.

- E_tot (Eh) = -1720.48683
- HOMO energy (eV) = -10.30
- energy above the lowest of the compared OMol25 structures with the same formula, charge and spin (eV) = 0.2009
- Kohn-Sham gap (eV) = 5.30

The geometry in ORCA input format:
```
! RIJCOSX wB97M-V def2-TZVPD def2/J DEFGRID3
* xyz 1 1
C -0.099 -3.598 -1.066
N 1.000 -3.008 -0.361
C 2.328 -3.333 -0.838
C 3.294 -2.305 -0.310
C 3.234 -2.240 1.189
N 1.855 -2.126 1.628
C 1.723 -1.670 2.991
C 0.397 -2.157 3.535
C -0.750 -1.886 2.594
N -0.506 -2.239 1.208
C 0.753 -2.434 0.861
H -1.011 -3.325 -0.549
H -0.129 -3.209 -2.082
H 0.008 -4.685 -1.116
H 2.636 -4.340 -0.499
H 2.304 -3.293 -1.936
H 4.308 -2.614 -0.573
H 3.089 -1.304 -0.727
H 3.671 -3.153 1.636
H 3.766 -1.346 1.553
H 2.549 -2.094 3.581
H 1.790 -0.562 3.034
H 0.467 -3.238 3.716
H 0.216 -1.633 4.477
H -1.618 -2.479 2.897
H -1.007 -0.817 2.664
C -5.928 -1.940 -6.678
N -4.858 -1.921 -5.701
C -3.549 -1.861 -6.082
O -3.137 -1.858 -7.240
C -2.706 -1.809 -4.806
C -1.892 -0.518 -4.683
C -0.851 -0.376 -5.767
C -0.880 0.738 -6.625
C 0.002 0.792 -7.708
C 0.967 -0.200 -7.889
C 1.051 -1.268 -6.974
C 0.147 -1.335 -5.906
N -3.709 -1.946 -3.749
C -3.274 -1.964 -2.457
C -4.097 -2.125 -1.347
C -3.810 -2.212 0.013
C -4.904 -2.310 0.953
C -6.276 -2.406 0.542
C -7.320 -2.468 1.492
N -8.687 -2.551 1.096
O -9.518 -2.620 2.038
O -9.024 -2.558 -0.108
C -7.070 -2.455 2.863
C -5.737 -2.359 3.280
C -4.685 -2.289 2.362
C -5.102 -2.003 -4.261
C -5.967 -0.812 -3.837
C -5.837 -3.315 -3.958
H -5.475 -1.854 -7.667
H -6.500 -2.870 -6.605
H -6.620 -1.107 -6.512
H -2.040 -2.692 -4.774
H -2.591 0.331 -4.709
H -1.392 -0.515 -3.703
H -1.616 1.522 -6.448
H -0.072 1.626 -8.417
H 1.657 -0.158 -8.737
H 1.806 -2.041 -7.094
H 0.202 -2.157 -5.181
H -2.186 -1.816 -2.349
H -5.166 -2.176 -1.546
H -2.780 -2.181 0.382
H -6.600 -2.422 -0.494
H -7.916 -2.518 3.532
H -5.552 -2.346 4.357
H -3.651 -2.189 2.719
H -5.497 0.120 -4.180
H -6.958 -0.902 -4.307
H -6.089 -0.793 -2.749
H -5.281 -4.150 -4.405
H -5.936 -3.461 -2.879
H -6.841 -3.275 -4.409
*
```

# 10
Below is a 3-piece molecular cluster, C23H47NO13S3 overall in a non-equilibrium geometry, with properties calculated with ωB97M-V/def2-TZVPD.

- E_tot (Eh) = -3131.49587
- SMILES = CCCCN[C@@]1(CCCCCCCCCCCCOC)COS(=O)(=O)O1.O=S1(=O)OCCO1.O=S1(=O)OCCO1
- HOMO energy (eV) = -9.19
- Kohn-Sham gap (eV) = 9.01

The geometry in ORCA input format:
```
! RIJCOSX wB97M-V def2-TZVPD def2/J DEFGRID3
* xyz 0 1
C -5.919 3.119 3.708
C -5.208 1.885 2.873
C -5.846 1.885 1.363
C -4.724 2.214 0.168
N -5.145 1.374 -1.023
C -4.211 1.521 -2.203
C -4.162 -0.011 -2.800
C -2.845 -0.354 -3.714
C -1.698 -0.948 -2.652
C -0.316 -1.426 -3.393
C 1.048 -1.185 -2.478
C 1.136 -2.152 -1.156
C 0.381 -1.569 0.178
C 1.383 -0.878 1.289
C 0.419 0.125 2.210
C 0.780 1.720 1.931
C -0.337 2.734 2.635
C -0.657 3.895 1.505
O -1.364 5.065 2.052
C -2.828 4.904 2.000
C -5.096 2.421 -3.290
O -4.354 3.512 -4.003
S -3.158 3.864 -2.796
O -3.563 4.949 -1.753
O -1.985 4.445 -3.625
O -2.967 2.299 -2.077
H -6.891 2.768 4.258
H -5.161 3.499 4.546
H -6.241 4.006 2.988
H -4.039 1.887 2.922
H -5.594 0.885 3.397
H -6.767 2.592 1.211
H -6.205 0.771 1.128
H -4.805 3.387 -0.025
H -3.620 2.030 0.530
H -6.148 1.512 -1.273
H -4.114 -0.731 -1.851
H -5.194 -0.254 -3.325
H -2.382 0.561 -4.282
H -3.142 -1.236 -4.436
H -2.153 -1.895 -2.121
H -1.512 -0.050 -1.889
H -0.332 -2.556 -3.765
H -0.222 -0.773 -4.386
H 1.953 -1.510 -3.185
H 1.238 -0.036 -2.253
H 2.258 -2.390 -0.895
H 0.615 -3.184 -1.426
H -0.379 -0.732 -0.155
H -0.263 -2.457 0.649
H 1.948 -1.677 1.969
H 2.129 -0.181 0.700
H -0.719 0.000 1.878
H 0.465 -0.123 3.357
H 0.729 1.918 0.765
H 1.881 1.960 2.278
H -1.300 2.157 2.970
H 0.175 3.285 3.540
H 0.391 4.280 1.110
H -1.218 3.406 0.581
H -3.324 5.335 1.018
H -3.273 5.448 2.947
H -3.134 3.763 2.087
H -5.974 3.061 -2.798
H -5.688 1.787 -4.077
O 3.892 -2.141 0.926
S 4.626 -1.387 1.918
O 4.035 -0.319 2.690
O 5.994 -0.833 1.226
C 7.124 -1.323 1.947
C 6.677 -2.651 2.553
O 5.322 -2.444 2.948
H 7.370 -0.596 2.728
H 7.980 -1.442 1.278
H 7.288 -2.944 3.410
H 6.692 -3.450 1.804
O 8.110 -4.975 1.044
S 8.450 -5.593 -0.219
O 9.800 -5.961 -0.577
O 7.826 -4.679 -1.416
C 6.934 -5.468 -2.200
C 6.387 -6.531 -1.251
O 7.489 -6.895 -0.423
H 7.507 -5.924 -3.014
H 6.141 -4.843 -2.621
H 5.999 -7.404 -1.782
H 5.603 -6.118 -0.607
*
```

# 11
Below is C9H15CuIN4 as an isolated structure in a non-equilibrium geometry, with properties calculated with ωB97M-V/def2-TZVPD.

- E_tot (Eh) = -2509.10770
- HOMO energy (spin up / spin down) (eV) = -7.28 / -7.36
- energy above the lowest of the compared OMol25 structures with the same formula, charge and spin (eV) = 0.0000
- Kohn-Sham gap (spin up / spin down) (eV) = 7.11 / 6.70

The geometry in ORCA input format:
```
! RIJCOSX wB97M-V def2-TZVPD def2/J DEFGRID3
* xyz 0 2
C -1.472 2.232 -3.603
C -1.533 0.870 -4.291
H -2.436 2.549 -3.206
H -1.067 3.023 -4.234
H -0.768 2.134 -2.753
H -1.609 0.071 -3.543
H -2.392 0.810 -4.975
H -0.625 0.712 -4.891
Cu -0.615 0.472 -0.519
C 0.436 -0.649 -1.738
H -0.139 -1.517 -2.061
H 1.164 -0.837 -0.935
H 0.857 -0.065 -2.574
I -0.122 2.893 -0.663
N -0.701 -0.991 3.376
C -2.075 -0.834 3.258
C -2.285 -0.407 1.967
N -1.067 -0.291 1.311
C -0.112 -0.658 2.190
C 1.331 -0.728 2.044
N 2.074 -0.489 0.967
C 3.384 -0.655 1.346
C 3.454 -1.016 2.673
N 2.148 -1.072 3.105
H -0.196 -1.299 4.200
H -2.745 -1.006 4.078
H -3.213 -0.187 1.484
H 4.187 -0.506 0.639
H 4.308 -1.214 3.311
H 1.827 -1.344 4.036
*
```

# 12
Below is a 2-piece molecular cluster, C4H13NO2 overall in a non-equilibrium geometry, with properties calculated with ωB97M-V/def2-TZVPD.

- E_tot (Eh) = -365.40980
- SMILES = C[C@H](N)CCO.O
- HOMO energy (eV) = -8.52
- energy above the lowest of the compared OMol25 structures with the same formula, charge and spin (eV) = 0.8894
- Kohn-Sham gap (eV) = 9.15

The geometry in ORCA input format:
```
! RIJCOSX wB97M-V def2-TZVPD def2/J DEFGRID3
* xyz 0 1
C -0.258 0.278 -2.257
C 0.009 0.494 -0.755
N 1.016 1.524 -0.620
C 0.402 -0.854 -0.123
C -0.742 -1.560 0.649
O -1.175 -2.781 0.050
H -0.720 1.158 -2.683
H -0.984 -0.539 -2.387
H 0.665 0.006 -2.767
H -0.901 0.918 -0.352
H 1.916 1.451 -1.059
H 1.049 2.006 0.261
H 0.795 -1.557 -0.858
H 1.166 -0.659 0.625
H -0.479 -1.749 1.699
H -1.618 -0.902 0.708
H -0.524 -3.476 0.251
O 0.469 2.409 2.501
H 1.301 2.883 2.324
H 0.102 2.955 3.207
*
```